{"formula": "C3H2O2", "method": "the ωB97M-V functional and the def2-TZVPD basis", "species": ["C", "O", "C", "C", "O", "H", "H"], "xyz": [[1.08, -0.12, 0.06], [1.09, -1.45, 0.00], [-0.39, 0.31, 0.00], [-1.46, 0.87, 0.02], [1.99, 0.66, -0.07], [0.08, -1.64, -0.04], [-2.40, 1.36, 0.02]], "homo_ha": -0.4063, "max_force_ev_per_a": 2.85, "gap_ev": 11.586, "e_above_lowest_kj_mol": 93.4, "lumo_energy_ev": 0.5, "smiles": "C#CC(=O)O"}

{"formula": "C3H2O2", "method": "the ωB97M-V functional and the def2-TZVPD basis", "species": ["C", "C", "C", "O", "O", "H", "H"], "xyz": [[-0.87, 0.17, 0.57], [0.53, 0.00, 0.37], [0.68, -0.19, -0.95], [-1.56, 0.53, 1.46], [1.13, -0.50, -1.98], [-1.18, 0.10, -0.63], [1.27, -0.10, 1.15]], "homo_ha": -0.3734, "max_force_ev_per_a": 3.45, "gap_ev": 9.814, "e_above_lowest_kj_mol": 80.1, "lumo_energy_ev": -0.3, "smiles": "O=C=CC=O"}

{"formula": "C3H2O2Pd", "method": "the ωB97M-V functional and the def2-TZVPD basis", "species": ["O", "C", "C", "O", "C", "Pd", "H", "H"], "xyz": [[-0.84, 1.35, -0.04], [-1.29, 0.14, 0.09], [-0.49, -0.98, -0.07], [0.75, -0.60, -0.62], [1.49, -0.79, 0.59], [0.93, 1.07, -0.06], [-2.34, 0.01, 0.42], [-0.83, -2.00, -0.19]], "homo_ha": [-0.2613, -0.3236], "multiplicity": 3, "max_force_ev_per_a": 11.98, "gap_ev": [6.493, 7.847], "e_above_lowest_kj_mol": 136.3, "lumo_energy_ev": [-0.6, -1.0]}

{"formula": "C3H2O2Ru", "method": "the ωB97M-V functional and the def2-TZVPD basis", "species": ["O", "O", "C", "C", "C", "H", "Ru", "H"], "xyz": [[0.27, -1.06, 0.46], [-0.66, 0.82, 0.18], [0.93, -0.47, -0.59], [0.31, 0.71, -0.80], [-0.58, -0.21, 0.97], [0.65, 1.63, -1.26], [-1.78, -0.47, 2.67], [0.86, -0.95, -1.63]], "total_charge": 3, "homo_ha": [-1.0163, -1.0112], "multiplicity": 6, "max_force_ev_per_a": 4.96, "gap_ev": [11.735, 8.153], "lumo_energy_ev": [-15.9, -19.4]}

{"formula": "C3H2O2S", "method": "the ωB97M-V functional and the def2-TZVPD basis", "species": ["C", "C", "C", "O", "O", "S", "H", "H"], "xyz": [[0.13, -0.92, -0.01], [-1.47, 0.11, -0.03], [0.96, 0.35, 0.08], [0.32, -2.07, 0.02], [-2.63, 0.00, -0.07], [-0.46, 1.53, 0.06], [1.71, 0.72, 0.77], [1.45, 0.29, -0.82]], "homo_ha": -0.3342, "max_force_ev_per_a": 3.79, "gap_ev": 9.086, "e_above_lowest_kj_mol": 113.8, "lumo_energy_ev": 0.0}

{"formula": "C3H2O2S", "method": "the ωB97M-V functional and the def2-TZVPD basis", "species": ["C", "C", "C", "H", "H", "O", "O", "S"], "xyz": [[-1.03, -0.08, 0.99], [0.02, 0.25, -0.14], [1.02, -1.00, -0.63], [-0.97, 0.42, 2.04], [2.29, -0.51, -1.00], [-1.99, -0.83, 0.69], [0.78, -2.11, -0.26], [0.52, 1.79, -0.36]], "homo_ha": -0.3531, "max_force_ev_per_a": 4.12, "gap_ev": 7.656, "e_above_lowest_kj_mol": 277.8, "lumo_energy_ev": -2.0}

{"formula": "C3H2O2S", "method": "the ωB97M-V functional and the def2-TZVPD basis", "species": ["C", "C", "C", "O", "O", "S", "H", "H"], "xyz": [[-1.35, -1.18, -0.02], [-1.67, 1.05, 0.06], [-0.42, -0.06, 0.24], [-1.15, -2.32, -0.23], [-1.69, 2.16, -0.25], [-2.86, -0.26, 0.11], [-0.04, -0.38, 1.23], [0.51, 0.24, -0.46]], "homo_ha": [-0.1896, -0.3675], "multiplicity": 3, "max_force_ev_per_a": 4.28, "gap_ev": [5.193, 5.897], "e_above_lowest_kj_mol": 258.4, "lumo_energy_ev": [0.0, -4.1]}

{"formula": "C3H2O3", "method": "the ωB97M-V functional and the def2-TZVPD basis", "species": ["C", "C", "C", "O", "O", "O", "H", "H"], "xyz": [[1.25, 0.20, 0.11], [-0.40, 0.67, -0.35], [-0.63, -0.69, 0.21], [2.29, 0.75, 0.09], [0.81, -0.94, 0.55], [-0.71, -0.43, -1.10], [-1.23, 1.46, -0.29], [-1.36, -1.02, 0.78]], "homo_ha": -0.3694, "max_force_ev_per_a": 5.81, "gap_ev": 10.838, "e_above_lowest_kj_mol": 331.2, "lumo_energy_ev": 0.8, "smiles": "O=C1O[C@@H]2O[C@H]12"}

{"formula": "C3H2O3", "method": "the ωB97M-V functional and the def2-TZVPD basis", "species": ["C", "C", "C", "H", "H", "O", "O", "O"], "xyz": [[0.72, 1.08, 0.46], [-0.58, -0.30, -0.87], [-0.22, -0.92, 0.16], [-1.33, -0.87, -1.50], [-0.27, -1.93, 0.40], [1.03, 2.10, 1.12], [0.13, 0.95, -0.87], [0.53, -0.10, 1.09]], "homo_ha": -0.3748, "max_force_ev_per_a": 5.72, "gap_ev": 10.867, "e_above_lowest_kj_mol": 182.5, "lumo_energy_ev": 0.7, "smiles": "O=c1occo1"}

{"formula": "C3H2O3", "method": "the ωB97M-V functional and the def2-TZVPD basis", "species": ["C", "C", "C", "O", "O", "O", "H", "H"], "xyz": [[-4.15, 0.02, 0.09], [-0.60, -0.13, 0.47], [-1.28, 0.40, -0.76], [-4.02, -1.09, 0.28], [-4.30, 1.14, -0.07], [-1.34, -0.84, -0.49], [0.48, -0.02, 0.38], [-1.05, 0.17, 1.39]], "homo_ha": -0.3693, "max_force_ev_per_a": 3.52, "gap_ev": 10.538, "e_above_lowest_kj_mol": 293.9, "lumo_energy_ev": 0.5}

{"formula": "C3H2O3", "method": "the ωB97M-V functional and the def2-TZVPD basis", "species": ["C", "C", "C", "O", "O", "O", "H", "H"], "xyz": [[-1.13, -1.08, -0.17], [1.07, 0.70, 0.25], [-0.34, 0.10, 0.00], [-1.57, -2.15, 0.10], [-0.96, -0.29, -1.22], [-0.16, 1.30, 0.65], [1.61, 0.30, 0.96], [1.47, 1.12, -0.57]], "homo_ha": [-0.2148, -0.4068], "multiplicity": 3, "max_force_ev_per_a": 5.79, "gap_ev": [6.686, 7.402], "e_above_lowest_kj_mol": 284.0, "lumo_energy_ev": [0.8, -3.7]}